{"formula": "C36H45CoN5OSSb", "method": "ωB97M-V/def2-TZVPD", "homo_energy_ev": [-10.08, -10.59], "energy_ev": -102557.167, "total_charge": 1, "spin_multiplicity": 2, "homo_lumo_gap_ev": [8.01, 8.53], "species": ["Co", "C", "C", "N", "C", "C", "N", "C", "C", "N", "H", "H", "H", "H", "H", "H", "H", "H", "H", "H", "H", "H", "H", "H", "H", "C", "C", "N", "C", "C", "C", "S", "N", "C", "O", "C", "C", "C", "C", "C", "C", "H", "H", "H", "H", "H", "H", "H", "H", "H", "H", "H", "H", "H", "H", "H", "C", "C", "C", "C", "C", "C", "Sb", "C", "C", "C", "C", "C", "C", "C", "C", "C", "C", "C", "C", "H", "H", "H", "H", "H", "H", "H", "H", "H", "H", "H", "H", "H", "H", "H"], "positions_angstrom": [[0.7674, 0.3558, -0.1184], [2.6804, -2.0002, 0.1459], [1.2278, -2.4849, -0.0828], [0.4489, -1.5233, -0.8858], [0.7965, -1.5574, -2.3279], [0.7596, -0.1548, -2.9239], [1.3127, 0.8404, -1.9775], [2.7832, 1.0042, -1.9952], [3.4975, -0.1627, -1.3165], [2.8425, -0.5571, -0.0631], [3.3643, -2.5522, -0.5034], [2.9576, -2.2474, 1.1699], [0.7172, -2.5735, 0.8717], [1.2356, -3.4683, -0.5613], [-0.5318, -1.7642, -0.7878], [0.1080, -2.2021, -2.8773], [1.7875, -1.9957, -2.4280], [-0.2763, 0.1258, -3.1179], [1.2984, -0.1340, -3.8759], [0.9086, 1.7453, -2.1959], [2.9984, 1.9289, -1.4590], [3.1507, 1.1164, -3.0197], [4.5419, 0.1193, -1.1622], [3.5144, -1.0220, -1.9857], [3.2786, -0.1163, 0.7343], [0.6579, 5.8507, 1.6454], [-0.3695, 4.8608, 1.1155], [-0.5782, 3.7102, 1.9944], [-1.5579, 3.8583, 3.0794], [-0.9434, 4.3052, 4.3994], [0.1370, 2.5882, 1.8926], [1.3419, 2.4335, 0.6404], [-0.0761, 1.6534, 2.8200], [0.2293, 0.3699, 2.7259], [0.4109, -0.2992, 1.6669], [0.2703, -0.3879, 4.0087], [0.4351, -1.7708, 3.9952], [0.4796, -2.4830, 5.1816], [0.3666, -1.8188, 6.3952], [0.2034, -0.4403, 6.4167], [0.1509, 0.2714, 5.2298], [0.8080, 6.6444, 0.9129], [1.6145, 5.3539, 1.8110], [0.3382, 6.3145, 2.5773], [-0.0500, 4.4847, 0.1481], [-1.3403, 5.3379, 0.9746], [-2.0654, 2.9055, 3.2128], [-2.2960, 4.5826, 2.7340], [-0.1564, 3.6171, 4.7020], [-1.7121, 4.3140, 5.1726], [-0.5205, 5.3060, 4.3338], [0.5208, -2.2851, 3.0482], [0.6014, -3.5580, 5.1625], [0.4033, -2.3745, 7.3229], [0.1151, 0.0797, 7.3612], [0.0133, 1.3428, 5.2355], [-3.5490, 5.6620, -1.1549], [-2.5153, 5.1355, -1.9167], [-2.1082, 3.8241, -1.7154], [-2.7417, 3.0203, -0.7696], [-3.7773, 3.5566, -0.0102], [-4.1768, 4.8735, -0.2004], [-2.0483, 1.0277, -0.4618], [-3.5852, 0.3361, 0.8354], [-4.8688, 0.0929, 0.3499], [-5.8714, -0.3344, 1.2089], [-5.5992, -0.5228, 2.5572], [-4.3237, -0.2835, 3.0468], [-3.3187, 0.1428, 2.1883], [-2.7966, 0.1479, -2.2644], [-2.8854, -1.2427, -2.3312], [-3.2283, -1.8757, -3.5180], [-3.4798, -1.1207, -4.6562], [-3.4040, 0.2633, -4.5973], [-3.0627, 0.8957, -3.4070], [-3.8659, 6.6856, -1.3056], [-2.0233, 5.7481, -2.6613], [-1.2855, 3.4312, -2.3063], [-4.2820, 2.9457, 0.7292], [-4.9857, 5.2815, 0.3921], [-5.0910, 0.2384, -0.7009], [-6.8660, -0.5195, 0.8243], [-6.3822, -0.8579, 3.2248], [-4.1063, -0.4326, 4.0968], [-2.3297, 0.3308, 2.5866], [-2.7308, -1.8426, -1.4371], [-3.3126, -2.9545, -3.5518], [-3.7489, -1.6105, -5.5826], [-3.6192, 0.8548, -5.4778], [-3.0242, 1.9783, -3.3708]]}